A single C4H8ClN molecule in a non-equilibrium geometry. Source: the Open Molecules 2025 dataset; level of theory: ωB97M-V/def2-TZVPD.

Values from the calculation:
SMILES string   CN1C[C@H]1CCl
E_tot   -671.9947 a.u.
HOMO   -8.94 eV
Spin multiplicity   1

CARTESIAN COORDINATES (ANGSTROEM)
C: 1.054 1.518 -0.653
C: -0.495 0.253 1.229
C: 0.171 -0.684 0.446
C: -0.768 -1.695 -0.410
H: 1.515 1.166 -1.626
H: 1.923 1.585 -0.029
H: 0.425 2.563 -0.897
H: -1.703 0.415 1.357
H: 0.232 0.963 1.724
H: 1.244 -0.919 0.832
H: -0.852 -1.336 -1.565
H: -0.214 -2.866 -0.436
N: -0.064 0.633 -0.221
Cl: -2.467 -1.598 0.250